A structure of composition C34H41Cl2N6O19PS2. Source: the Open Molecules 2025 dataset; level of theory: the ωB97M-V functional and the def2-TZVPD basis.

Frontier orbital gap in eV: 7.625
E_LUMO in eV: -1.4
Spin multiplicity: 1
Total charge: 0

Geometry (Å):
Cl1 -1.164 -1.038 -5.090
Cl2 0.566 -0.124 -2.687
S1 2.304 -2.459 0.838
S2 -3.315 0.533 3.085
P1 -1.583 1.964 -1.242
O1 5.101 4.884 2.913
O2 -5.588 5.307 5.558
O3 -2.883 1.043 -10.959
O4 -0.584 1.612 4.235
O5 -1.639 3.019 -0.010
O6 -5.269 5.143 7.755
O7 -3.480 -5.489 0.896
O8 4.988 3.942 0.905
O9 -2.307 1.553 -8.841
O10 -1.142 3.394 5.488
O11 4.515 -4.279 -2.486
O12 -1.011 0.194 -10.037
O13 4.424 2.746 2.724
O14 0.581 3.496 4.044
O15 6.039 -2.673 -2.856
O16 -1.221 -3.430 3.340
O17 3.440 -0.127 1.100
O18 6.465 -4.260 -1.359
O19 -7.351 5.460 6.953
N1 -2.442 -3.539 1.415
N2 4.477 -1.329 -0.418
N3 -2.739 1.216 1.742
N4 -3.151 2.149 -1.939
N5 5.123 -0.092 -0.301
N6 -3.119 -1.001 2.723
C1 2.475 -3.595 -0.553
C2 -1.783 -1.123 -3.476
C3 0.266 1.429 3.095
C4 5.733 5.806 2.014
C5 -4.170 5.344 5.756
C6 -1.352 1.012 -7.923
C7 -2.350 0.224 0.943
C8 4.476 0.571 0.577
C9 1.101 -4.276 -0.670
C10 1.313 2.507 3.303
C11 -6.186 5.318 6.775
C12 -1.025 -0.752 -2.448
C13 4.803 3.764 2.231
C14 -1.813 0.314 -0.385
C15 -2.226 -2.259 0.829
C16 -3.530 -4.292 0.869
C17 0.212 -3.413 -1.577
C18 -3.506 -4.007 3.648
C19 -2.142 0.941 -10.039
C20 -4.718 -3.582 0.278
C21 3.509 -1.293 0.427
C22 -2.288 -3.642 2.849
C23 7.200 -2.233 -2.146
C24 -1.523 -0.849 -1.043
C25 -0.270 0.497 -8.851
C26 -0.446 2.883 4.668
C27 -4.021 4.778 7.150
C28 -3.183 -1.608 -3.389
C29 -1.694 -2.165 -0.432
C30 5.576 -3.790 -2.263
C31 5.221 5.337 0.665
C32 -2.566 -1.063 1.512
C33 -1.264 -3.438 -1.130
C34 7.682 -3.521 -1.504
H1 1.213 -5.274 -1.080
H2 0.284 -3.740 -2.611
H3 -4.626 -2.500 0.267
H4 -3.614 -1.433 -2.406
H5 1.687 2.926 2.374
H6 -1.370 -4.269 -0.444
H7 6.814 5.701 2.111
H8 0.675 0.422 3.081
H9 8.359 -4.084 -2.150
H10 -5.601 -3.850 0.850
H11 0.608 -2.413 -1.517
H12 7.919 -1.798 -2.834
H13 -1.825 0.215 -7.351
H14 -3.188 5.206 7.698
H15 -1.004 1.782 -7.240
H16 2.155 2.164 3.902
H17 -1.922 -3.643 -1.974
H18 -4.852 -3.935 -0.741
H19 -3.811 -1.106 -4.122
H20 5.935 5.466 -0.143
H21 4.275 5.805 0.389
H22 -3.930 3.691 7.149
H23 -2.476 2.982 0.472
H24 4.654 1.565 0.928
H25 0.653 -4.299 0.323
H26 -4.363 -3.465 3.254
H27 2.697 -3.012 -1.437
H28 -3.897 2.083 -1.248
H29 -3.722 -5.067 3.548
H30 -3.307 1.393 -2.600
H31 -3.361 -3.713 4.678
H32 -3.833 6.380 5.688
H33 5.447 6.824 2.258
H34 -0.325 1.588 2.190
H35 -3.661 4.752 5.000
H36 3.266 -4.314 -0.390
H37 8.150 -3.375 -0.534
H38 -3.253 -2.673 -3.607
H39 6.895 -1.483 -1.415
H40 0.475 1.258 -9.087
H41 0.233 -0.392 -8.480

Forces on atoms 1 to 2 (eV/Å):
0.01 -0.11 -0.05
0.20 -0.10 0.06

A structure of composition C34H41ClN4P2Ru. Source: the Open Molecules 2025 dataset; level of theory: the ωB97M-V functional and the def2-TZVPD basis.

Frontier orbital gap (alpha / beta) in eV: 6.698 / 2.698
E_LUMO (alpha / beta) in eV: -5.3 / -9.3
Relative energy (zero: lowest compared OMol25 entry of this formula, charge and spin) in eV: 0.715
Spin multiplicity: 5
Total charge: +2

Geometry (Å):
Ru1 0.113 -0.211 3.599
Cl1 -0.070 2.076 6.372
P1 1.416 -0.861 -2.950
P2 -1.814 -0.512 -2.843
N1 2.052 -2.180 -4.025
N2 -2.029 1.247 -3.051
N3 -3.403 -0.897 -3.422
N4 2.826 0.142 -3.135
C1 -3.948 -2.172 -3.190
C2 -1.949 2.043 -1.905
C3 -0.699 -1.735 7.395
C4 -2.017 3.420 -3.698
C5 -1.201 -0.603 5.207
C6 1.610 1.072 2.659
C7 1.219 2.512 2.427
C8 -4.252 -0.231 -4.323
C9 2.767 -3.485 -5.738
C10 0.485 -0.032 -4.320
C11 -1.929 3.374 -2.270
C12 -0.171 2.895 3.019
C13 -0.195 0.602 7.237
C14 -5.318 -1.065 -4.635
C15 1.546 -1.239 4.526
C16 2.379 -3.438 -3.501
C17 4.757 1.198 -2.614
C18 -2.052 2.104 -4.154
C19 3.757 0.373 -2.115
C20 -1.067 1.756 3.417
C21 -0.284 -1.741 8.727
C22 0.236 0.120 0.681
C23 4.467 1.441 -3.998
C24 -1.477 0.726 2.531
C25 -1.089 0.819 1.077
C26 -5.123 -2.297 -3.914
C27 0.198 -0.564 9.317
C28 -0.880 -0.723 -4.444
C29 2.321 -2.211 -5.388
C30 0.237 0.620 8.568
C31 3.287 0.769 -4.295
C32 2.804 -4.259 -4.535
C33 1.262 0.016 1.777
C34 -0.695 -0.561 6.619
H1 -5.770 -3.164 -3.946
H2 -1.700 1.958 4.286
H3 -2.044 4.312 -4.309
H4 -1.908 0.362 0.506
H5 1.098 -2.204 4.807
H6 0.972 -0.051 -5.301
H7 -2.102 1.723 -5.163
H8 -1.052 -2.651 6.921
H9 -2.127 -0.020 5.107
H10 5.589 1.600 -2.055
H11 2.545 0.936 3.229
H12 -3.432 -2.861 -2.541
H13 -6.132 -0.833 -5.308
H14 0.011 -0.900 0.346
H15 -0.325 -2.673 9.303
H16 3.036 -3.816 -6.734
H17 -1.905 1.579 -0.942
H18 2.170 -1.341 -6.013
H19 1.955 3.126 2.969
H20 1.864 -0.707 5.446
H21 2.711 0.728 -5.206
H22 2.020 -0.767 1.641
H23 -4.026 0.765 -4.665
H24 5.041 2.025 -4.701
H25 0.643 0.631 -0.204
H26 3.601 -0.048 -1.134
H27 -0.707 3.555 2.318
H28 -1.437 -1.660 4.989
H29 -1.008 1.881 0.784
H30 0.401 1.027 -4.042
H31 3.110 -5.290 -4.444
H32 0.625 1.543 8.996
H33 -0.754 -1.810 -4.586
H34 -1.438 -0.336 -5.316
H35 2.398 -1.371 3.841
H36 1.312 2.798 1.360
H37 2.279 -3.621 -2.444
H38 0.041 3.494 3.919
H39 -1.827 4.200 -1.586
H40 0.554 -0.566 10.350
H41 -2.360 0.140 2.828

Forces on atoms 1 to 2 (eV/Å):
0.50 0.96 0.58
0.09 0.39 -0.25

A structure of composition C34H41CsN5OSe3Te2. Source: the Open Molecules 2025 dataset; level of theory: the ωB97M-V functional and the def2-TZVPD basis.

Frontier orbital gap (alpha / beta) in eV: 4.687 / 3.527
E_LUMO (alpha / beta) in eV: 3.6 / 2.5
Relative energy (zero: lowest compared OMol25 entry of this formula, charge and spin) in eV: 0.741
Spin multiplicity: 2
Total charge: -2

Geometry (Å):
Cs1 -0.715 2.283 -2.616
Te1 0.671 1.122 1.573
Te2 -2.806 4.949 -5.449
Se1 -3.714 5.247 -3.090
Se2 -1.993 6.043 -1.896
Se3 -4.741 3.840 -6.465
O1 2.139 1.148 -2.621
N1 -3.293 1.072 -4.411
N2 -2.749 -0.051 -1.612
N3 1.041 0.883 -0.608
N4 -0.444 0.401 -5.258
N5 -0.515 -0.845 -2.887
C1 -2.886 0.482 -5.681
C2 0.669 0.480 6.220
C3 5.221 1.431 0.855
C4 0.831 -0.998 1.737
C5 -0.982 1.696 4.373
C6 3.495 0.830 -0.733
C7 6.029 0.398 0.399
C8 -0.808 1.165 8.147
C9 -1.506 -1.324 2.732
C10 3.965 1.640 0.298
C11 5.577 -0.409 -0.639
C12 -3.535 -0.710 -2.642
C13 -4.201 0.282 -3.592
C14 0.994 0.439 4.864
C15 0.080 -3.202 2.357
C16 2.102 0.978 -1.341
C17 -1.618 -0.365 -5.643
C18 4.332 -0.182 -1.207
C19 2.261 -2.935 1.411
C20 0.514 -1.196 -3.645
C21 -1.290 1.727 5.735
C22 1.159 -2.868 -2.079
C23 1.384 -2.214 -3.279
C24 0.083 -2.500 -1.289
C25 -0.168 -1.828 2.263
C26 -0.720 -1.457 -1.729
C27 0.160 1.029 3.895
C28 -1.847 -0.926 -0.874
C29 -0.478 1.114 6.677
C30 0.720 -0.401 -4.916
C31 2.269 -0.268 4.471
C32 2.026 -1.575 1.303
C33 -1.924 2.401 3.425
C34 1.280 -3.760 1.949
H1 -3.753 1.948 -4.638
H2 -0.101 -2.974 -0.333
H3 2.072 -1.292 4.145
H4 5.563 2.073 1.660
H5 -2.866 -1.359 -3.204
H6 3.975 -0.789 -2.031
H7 -0.206 1.067 -5.982
H8 -1.376 -0.332 -0.084
H9 -3.692 -0.140 -6.109
H10 7.002 0.225 0.846
H11 3.330 2.428 0.679
H12 -1.481 -1.069 3.794
H13 1.443 -4.828 2.042
H14 -0.706 0.183 8.615
H15 1.555 0.273 -4.706
H16 1.829 -3.653 -1.746
H17 2.752 0.240 3.635
H18 6.201 -1.216 -1.009
H19 -2.317 1.715 2.672
H20 1.335 0.005 6.940
H21 2.968 -0.310 5.312
H22 1.017 -1.096 -5.722
H23 -4.321 -1.360 -2.218
H24 -1.498 -0.843 -6.633
H25 -1.417 3.194 2.872
H26 -1.786 -0.417 2.197
H27 -1.734 -1.173 -4.922
H28 3.207 -3.344 1.075
H29 -2.363 -1.776 -0.395
H30 -1.832 1.507 8.306
H31 -0.700 -3.842 2.759
H32 -2.741 1.310 -6.381
H33 -0.145 1.850 8.684
H34 -4.792 0.984 -2.994
H35 -3.356 0.429 -0.959
H36 -2.764 2.845 3.965
H37 2.227 -2.468 -3.911
H38 -2.274 -2.085 2.573
H39 2.788 -0.937 0.877
H40 -4.921 -0.279 -4.215
H41 -2.190 2.242 6.066

Forces on atoms 1 to 2 (eV/Å):
0.12 -0.07 -0.02
0.01 0.03 -0.02